Computed, not measured: C20H27N5O4S2 in the gas phase in a non-equilibrium geometry, with wB97M-V/def2-TZVPD.

Values from the calculation:
Energy relative to the best compared isomer or geometry (same formula, charge and spin) ... 31.3 kJ/mol
Strongest force on any atom ... 1.35 eV/Å
HOMO level ... -0.319 hartree
Frontier orbital gap ... 9.31 eV
SMILES string ... CC(C)Cc1nnc(NC(=O)CCC(=O)N2CCN(S(=O)(=O)c3ccccc3)CC2)s1

Each line ends with the Mulliken charge.
Cartesian coordinates (Å):
C1 3.2140 -1.3612 3.9587  -1.155
C2 4.3080 -1.4049 2.8968  0.754
C3 4.7892 0.0026 2.5545  -1.482
C4 3.8082 -2.1355 1.6331  -1.063
C5 2.7953 -1.3418 0.8946  0.500
N1 1.5882 -1.1520 1.2915  -1.089
N2 0.8643 -0.3720 0.4880  0.545
C6 1.5262 0.0377 -0.5484  -0.114
N3 0.9801 0.8288 -1.5103  0.227
C7 1.5283 0.8662 -2.7713  0.556
O1 2.6688 0.5144 -2.9643  -0.651
C8 0.6304 1.4140 -3.8635  -0.906
C9 -0.8522 1.0842 -3.6602  -0.474
C10 -0.9829 -0.3424 -3.1474  0.596
O2 -0.0544 -1.1278 -3.2198  -0.646
N4 -2.1502 -0.7038 -2.5580  0.254
C11 -3.3772 0.0644 -2.5007  -0.811
C12 -4.0930 -0.1990 -1.1620  -1.037
N5 -3.1431 -0.3235 -0.0779  -0.012
S1 -2.4828 1.1684 0.3438  1.506
O3 -3.5992 2.0380 0.5717  -0.802
O4 -1.5338 1.6374 -0.6482  -0.808
C13 -1.6307 0.8338 1.8730  0.219
C14 -0.4339 1.4731 2.1289  -0.296
C15 0.2229 1.2183 3.3211  -0.797
C16 -0.3223 0.3292 4.2326  -0.212
C17 -1.5315 -0.2944 3.9681  -0.820
C18 -2.1965 -0.0385 2.7806  -0.359
C19 -2.1920 -1.4145 -0.2484  0.304
C20 -2.1426 -1.8785 -1.7114  -1.229
S2 3.1666 -0.5321 -0.6263  -0.152
H1 2.9760 -2.3650 4.3026  0.378
H2 3.5386 -0.7717 4.8134  0.426
H3 2.3109 -0.9215 3.5428  0.037
H4 5.1569 -1.9781 3.2860  0.312
H5 5.2550 0.4653 3.4218  0.473
H6 3.9521 0.6234 2.2434  0.203
H7 5.5166 -0.0239 1.7462  0.353
H8 3.3657 -3.0884 1.9303  0.331
H9 4.6505 -2.3299 0.9679  0.418
H10 0.0312 1.1505 -1.3080  0.275
H11 0.7690 2.4963 -3.9138  0.366
H12 0.9991 0.9820 -4.7951  0.350
H13 -1.2876 1.7679 -2.9306  0.267
H14 -1.3919 1.1961 -4.6025  0.475
H15 -3.1605 1.1295 -2.5789  0.429
H16 -4.0322 -0.2208 -3.3355  0.416
H17 -4.6902 -1.1134 -1.2003  0.402
H18 -4.7459 0.6385 -0.9156  0.475
H19 -0.0337 2.1531 1.3947  0.415
H20 1.1621 1.7056 3.5338  0.354
H21 0.1978 0.1205 5.1554  0.461
H22 -1.9538 -0.9822 4.6848  0.408
H23 -3.1391 -0.5063 2.5461  0.516
H24 -2.4894 -2.2463 0.4002  0.344
H25 -1.2058 -1.0609 0.0699  -0.288
H26 -1.2214 -2.4287 -1.9058  0.494
H27 -2.9980 -2.5147 -1.9551  0.365

=====

Computed, not measured: C20H27NO3S2SbSe4Tl as an isolated structure in a non-equilibrium geometry, with wB97M-V/def2-TZVPD.

Values from the calculation:
Energy relative to the best compared isomer or geometry (same formula, charge and spin) ... 63.4 kJ/mol
Charge ... -2
Strongest force on any atom ... 2.41 eV/Å
HOMO level ... -0.020 hartree
Frontier orbital gap ... 3.97 eV

Each line ends with the Mulliken charge.
Cartesian coordinates (Å):
Tl1 -0.5642 0.3291 -0.2463  0.497
O1 2.2414 0.1112 -0.2783  -0.883
S1 2.9571 -0.0958 0.9838  0.905
C1 4.3449 1.1952 0.9564  -0.692
C2 4.6377 1.7402 -0.4327  -1.084
C3 3.9799 3.1039 -0.7021  -0.650
C4 2.5173 2.9402 -1.0846  0.240
S2 1.2746 4.1112 -0.3485  0.092
O2 0.0295 3.3410 -0.4219  -0.448
C5 1.8592 3.9901 1.3694  0.231
C6 2.6048 5.0298 1.9102  -0.275
C7 3.0815 4.9273 3.2037  -0.408
C8 2.8273 3.7835 3.9477  -0.697
C9 2.0561 2.7623 3.4100  -0.441
C10 1.5569 2.8692 2.1246  -0.624
C11 4.0641 -1.4992 0.6394  -0.240
C12 3.9036 -2.2282 -0.5236  0.055
C13 4.6610 -3.3700 -0.7228  -0.820
C14 5.5619 -3.7844 0.2436  -0.383
C15 5.7034 -3.0610 1.4175  -0.721
C16 4.9458 -1.9220 1.6191  -0.259
H1 5.2155 0.7174 1.3978  0.817
H2 3.9987 1.9812 1.6253  0.220
H3 4.2757 1.0269 -1.1778  0.384
H4 5.7194 1.8353 -0.5650  0.495
H5 4.5216 3.6037 -1.5106  0.382
H6 4.0790 3.7308 0.1899  0.271
H7 2.1404 1.9631 -0.7808  -0.443
H8 2.3715 3.0290 -2.1609  0.561
H9 2.7979 5.9118 1.3162  0.423
H10 3.6520 5.7386 3.6340  0.361
H11 3.2286 3.7003 4.9480  0.394
H12 1.8469 1.8749 3.9858  0.434
H13 0.9435 2.0841 1.7090  0.586
H14 3.1608 -1.9160 -1.2422  0.412
H15 4.5332 -3.9448 -1.6276  0.412
H16 6.1414 -4.6861 0.0941  0.368
H17 6.3944 -3.3936 2.1794  0.363
H18 5.0204 -1.3700 2.5457  0.404
Se1 -1.9350 -4.3811 2.3012  -0.803
Sb1 -2.4874 -2.8083 0.4502  0.746
Se2 -2.9571 -0.5318 1.5057  -0.775
Se3 -0.4093 -2.6334 -1.0651  -0.748
Se4 -4.4531 -3.6047 -0.8189  -0.807
C17 0.7251 -2.9309 4.2616  -1.186
N1 0.9242 -2.1171 3.0855  0.791
C18 1.4472 -2.8356 1.9467  -0.895
C19 0.3748 -0.9120 2.9385  0.554
C20 -0.4819 -0.3983 4.0618  -1.914
O3 0.6100 -0.1948 1.9515  -0.057
H19 1.4660 -3.7297 4.2457  0.348
H20 -0.2676 -3.3910 4.2546  0.249
H21 0.8565 -2.3440 5.1691  0.330
H22 2.4589 -3.1937 2.1533  0.177
H23 1.4531 -2.1856 1.0763  0.197
H24 0.7982 -3.6885 1.7344  0.345
H25 0.1058 -0.2406 4.9663  0.451
H26 -1.2680 -1.1217 4.2637  0.464
H27 -0.9453 0.5328 3.7422  0.288

=====

Computed, not measured: C20H27NO4 in the gas phase, with wB97M-V/def2-TZVPD.

Values from the calculation:
Energy relative to the best compared isomer or geometry (same formula, charge and spin) ... 131.3 kJ/mol
Strongest force on any atom ... 0.99 eV/Å
HOMO level ... -0.286 hartree
Frontier orbital gap ... 7.42 eV
SMILES string ... CCCCC1(C)OC(=O)C(=Cc2ccc(N(CC)CC)cc2)C(=O)O1

Each line ends with the Mulliken charge.
Cartesian coordinates (Å):
C1 2.9749 1.3361 -1.7796  -1.489
C2 2.7646 0.3105 -0.6729  0.260
C3 4.0725 -0.0045 0.0542  -0.780
C4 3.8980 -1.0522 1.1618  -1.041
C5 3.8312 -0.4497 2.5827  1.446
C6 5.2148 -0.0795 3.1094  -1.683
O1 3.0550 0.7272 2.6137  -0.375
C7 1.7043 0.6278 2.5336  0.110
O2 1.0652 1.6491 2.4892  -0.662
C8 1.1626 -0.7341 2.6067  0.372
C9 -0.0146 -1.2296 2.1259  -0.262
C10 -1.0179 -0.7162 1.2544  0.677
C11 -2.0013 -1.6128 0.7955  -1.670
C12 -2.9886 -1.2334 -0.0748  -0.568
C13 -3.0814 0.0919 -0.5490  2.202
N1 -4.0764 0.4864 -1.3925  0.142
C14 -4.1166 1.8317 -1.9263  -0.904
C15 -3.1150 2.0673 -3.0585  -0.917
C16 -5.0417 -0.4598 -1.9100  -0.860
C17 -4.4991 -1.3146 -3.0573  -1.017
C18 -2.1049 0.9924 -0.0754  -0.436
C19 -1.1164 0.6068 0.7925  -1.152
C20 1.9788 -1.6835 3.3975  0.082
O3 1.5352 -2.6464 3.9671  -0.633
O4 3.3043 -1.4141 3.4756  -0.433
H1 3.3466 2.2700 -1.3648  0.350
H2 3.6962 0.9717 -2.5083  0.365
H3 2.0381 1.5379 -2.2933  0.365
H4 2.0302 0.6971 0.0351  -0.119
H5 2.3588 -0.6097 -1.1018  0.307
H6 4.4683 0.9186 0.4806  0.336
H7 4.7969 -0.3708 -0.6757  0.444
H8 2.9816 -1.6207 0.9827  0.430
H9 4.7264 -1.7615 1.1613  0.478
H10 5.7172 0.5734 2.4037  0.352
H11 5.1073 0.4345 4.0602  0.417
H12 5.7931 -0.9860 3.2564  0.402
H13 -0.1755 -2.2663 2.4135  0.457
H14 -1.9684 -2.6402 1.1299  0.365
H15 -3.6980 -1.9811 -0.3880  0.216
H16 -5.1272 2.0160 -2.2983  0.353
H17 -3.9369 2.5453 -1.1173  0.480
H18 -3.3568 1.4524 -3.9212  0.282
H19 -3.1421 3.1108 -3.3614  0.358
H20 -2.1066 1.8231 -2.7356  0.257
H21 -5.3864 -1.1041 -1.0966  0.467
H22 -5.9098 0.1024 -2.2624  0.339
H23 -4.2738 -0.6977 -3.9229  0.290
H24 -5.2396 -2.0558 -3.3469  0.367
H25 -3.5893 -1.8274 -2.7566  0.317
H26 -2.1200 2.0249 -0.3811  0.294
H27 -0.4181 1.3462 1.1451  0.627

=====

Computed, not measured: C20H27NO4S in the gas phase in a non-equilibrium geometry, with wB97M-V/def2-TZVPD.

Values from the calculation:
Energy relative to the best compared isomer or geometry (same formula, charge and spin) ... 73.6 kJ/mol
Strongest force on any atom ... 1.19 eV/Å
HOMO level ... -0.327 hartree
Frontier orbital gap ... 9.08 eV
SMILES string ... CCOC(=O)C1(CC2CC2)CCN(S(=O)(=O)/C=C/c2ccccc2)CC1

Each line ends with the Mulliken charge.
Cartesian coordinates (Å):
C1 -1.2851 -3.8794 -0.3422  -1.006
C2 -2.3308 -3.0031 0.3232  -0.380
O1 -2.4198 -1.7690 -0.3934  -0.232
C3 -2.5081 -0.6487 0.3141  -0.475
O2 -2.6342 -0.6100 1.5108  -0.594
C4 -2.5386 0.5826 -0.5935  2.758
C5 -3.8589 0.5141 -1.3912  -1.591
C6 -5.0932 0.4735 -0.5194  -0.127
C7 -6.4351 0.7149 -1.1440  -0.651
C8 -5.8478 1.7327 -0.2146  -0.702
C9 -1.3499 0.5616 -1.5769  -0.892
C10 -0.1568 1.3613 -1.0337  -1.139
N1 -0.0659 1.3068 0.4036  0.192
S1 0.6235 -0.0953 0.9921  1.302
O3 0.2947 -0.2352 2.3765  -0.744
O4 0.4151 -1.2151 0.1121  -0.562
C11 2.3360 0.3814 0.8660  -1.348
C12 3.1408 -0.2395 0.0144  0.394
C13 4.5513 0.0170 -0.2353  0.710
C14 5.2446 1.0648 0.3739  -0.411
C15 6.5843 1.2688 0.1070  -0.629
C16 7.2586 0.4335 -0.7702  -0.447
C17 6.5829 -0.6091 -1.3827  -0.547
C18 5.2420 -0.8142 -1.1197  -0.418
C19 -1.1924 1.8917 1.1029  -1.218
C20 -2.4824 1.8440 0.2746  -1.107
H1 -1.5695 -4.0956 -1.3691  0.299
H2 -0.3360 -3.3500 -0.3385  0.148
H3 -1.1844 -4.8115 0.2062  0.400
H4 -3.3219 -3.4717 0.3024  0.358
H5 -2.0562 -2.7825 1.3591  0.350
H6 -3.8259 -0.3846 -2.0134  0.362
H7 -3.9165 1.3826 -2.0522  0.606
H8 -5.0506 -0.2694 0.2671  0.490
H9 -7.2768 0.1309 -0.8053  0.268
H10 -6.4673 0.9492 -2.1974  0.249
H11 -6.2861 1.8489 0.7646  0.288
H12 -5.4896 2.6576 -0.6409  0.238
H13 -1.0487 -0.4720 -1.7412  0.256
H14 -1.6546 0.9877 -2.5350  0.499
H15 -0.2342 2.4159 -1.3170  0.430
H16 0.7791 0.9654 -1.4324  0.433
H17 2.5998 1.1824 1.5302  0.337
H18 2.6976 -1.0440 -0.5608  0.369
H19 4.7279 1.7207 1.0568  0.271
H20 7.1088 2.0832 0.5848  0.380
H21 8.3062 0.5957 -0.9752  0.379
H22 7.1037 -1.2625 -2.0669  0.382
H23 4.7167 -1.6285 -1.5973  0.369
H24 -0.9447 2.9318 1.3507  0.387
H25 -1.3086 1.3290 2.0293  0.496
H26 -3.3341 1.8596 0.9523  0.420
H27 -2.5424 2.7165 -0.3794  0.398